No. 1
The following is a quantum chemistry calculation of a molecular structure, C5H6LiO4Tl at a distorted geometry, from OMol25.

Results
- multiplicity = 2
- HOMO-LUMO gap (alpha / beta) (eV) = 7.46 / 4.13
- total charge = +3
- <S²> = 0.767
- LUMO energy (alpha / beta) (eV) = -12.76 / -16.09
- E_HOMO (alpha / beta) (Eh) = -0.7434 / -0.7433

Cartesian coordinates (Å):
1 O -3.087 0.528 -1.077
2 C -2.481 0.116 -0.054
3 O -2.969 -0.552 0.845
4 O -1.096 0.331 -0.104
5 C -0.348 -0.114 0.901
6 C 1.043 0.364 0.926
7 Li -4.774 -0.367 -0.056
8 H -0.578 -1.145 1.202
9 H 0.160 0.837 1.881
10 H 1.610 -0.210 1.671
11 H 1.167 1.368 0.507
12 Tl -2.677 1.490 -2.740
13 C 2.186 -0.541 -0.693
14 C 3.530 -0.343 -0.579
15 O 4.646 -0.156 -0.419
16 H 1.751 -0.004 -1.544
17 H 1.919 -1.603 -0.668

***

No. 2
The following is a quantum chemistry calculation of a gas-phase ion, C5H6N (charge +1) at a distorted geometry, from OMol25.

Results
- HOMO-LUMO gap (alpha / beta) (eV) = 7.81 / 7.81
- total charge = +1
- LUMO energy (alpha / beta) (eV) = -7.08 / -7.08
- E_HOMO (alpha / beta) (Eh) = -0.5473 / -0.5473

Cartesian coordinates (Å):
1 C -0.751 -1.615 1.131
2 C -0.317 -0.562 0.598
3 C 0.976 1.545 0.183
4 C -0.793 -0.228 -0.878
5 C 0.649 0.490 0.962
6 N -0.586 -0.816 -1.912
7 H -1.485 -2.279 1.491
8 H 0.666 1.804 -0.889
9 H 1.662 2.270 0.469
10 H -1.139 0.826 -0.805
11 H 1.237 0.306 1.811
12 H -0.119 -1.742 -2.161

***

No. 3
The following is a quantum chemistry calculation of a gas-phase ion, C5H6N (charge +1) at a distorted geometry, from OMol25.

Results
- HOMO-LUMO gap (eV) = 9.72
- total charge = +1
- LUMO energy (eV) = -5.98
- E_HOMO (Eh) = -0.5770

Cartesian coordinates (Å):
1 C 0.974 1.244 1.479
2 C 0.915 2.127 2.352
3 C -1.273 -1.286 0.014
4 C -0.984 -0.001 -0.035
5 C 1.382 1.265 0.015
6 N 0.516 0.246 0.490
7 H -2.154 -1.670 -0.353
8 H -0.850 -2.139 0.646
9 H -1.398 0.884 -0.382
10 H 1.049 2.003 -0.658
11 H 2.399 1.068 -0.391
12 H 0.929 -0.667 0.765

***

No. 4
The following is a quantum chemistry calculation of a molecular structure, C5H6N at a distorted geometry, from OMol25.

Results
- HOMO-LUMO gap (eV) = 11.16
- total charge = +1
- LUMO energy (eV) = -4.10
- E_HOMO (Eh) = -0.5607

Cartesian coordinates (Å):
1 C -1.172 -0.222 0.424
2 C 0.784 -1.351 -0.112
3 C -0.422 -1.519 0.789
4 C 0.177 -0.179 1.062
5 C 0.500 1.063 -1.182
6 N 0.106 -0.071 -0.401
7 H -2.144 0.271 0.545
8 H -0.902 -2.283 1.474
9 H 0.977 0.335 1.614
10 H 1.585 1.186 -1.070
11 H 0.519 0.846 -2.263
12 H -0.007 1.924 -0.882

***

Calculated calculated total energy, -18335.7257, -6759.4056, -6757.1874, -6757.8819 eV (same order as the records).
Calculated ΔE to the lowest compared entry with this formula, charge and spin, 11.5, 133.1, 184.3, 168.2 kcal per mole (same order as the records).